1.
A molecular structure, C21H15BrN4O6SbSe4Tc. Source: the OMol25 dataset; level of theory: ωB97M-V/def2-TZVPD.

As for the calculated total energy: -13980.0390 Ha. Its molar mass is 1034.9 g mol⁻¹. The lowest unoccupied orbital energy (alpha / beta) comes out at -9.27 / -9.27 eV. For the orbital gap (alpha / beta), the calculation gives 4.4 / 4.4 eV. Its spin multiplicity is 1. As for the total charge: +2. The relative energy (zero: lowest compared OMol25 entry of this formula, charge and spin) is 209.9 kJ/mol.

Element x y z (Å)
Tc: -0.316 0.518 0.061
N: 0.910 1.943 -1.096
C: 0.703 1.749 -2.533
C: 1.242 2.559 -3.483
C: 1.083 2.255 -4.856
C: 0.408 1.133 -5.237
C: -0.173 0.288 -4.260
C: -0.890 -0.890 -4.577
C: -1.453 -1.640 -3.583
C: -1.329 -1.209 -2.258
N: -0.654 -0.114 -1.922
C: -0.041 0.626 -2.908
H: 1.854 1.668 -0.868
H: 0.818 2.913 -0.846
H: 1.811 3.437 -3.187
H: 1.516 2.912 -5.600
H: 0.298 0.878 -6.290
H: -0.989 -1.188 -5.619
H: -1.996 -2.554 -3.795
H: -1.800 -1.764 -1.456
O: -4.478 -4.176 2.605
C: -3.449 -3.861 1.794
O: -2.814 -4.701 1.244
C: -3.153 -2.415 1.577
C: -4.004 -1.337 1.589
N: -3.304 -0.265 1.170
N: -2.044 -0.579 0.910
C: -1.931 -1.876 1.148
C: -0.552 -2.365 0.925
O: -0.094 -3.424 1.137
O: 0.193 -1.295 0.431
H: -4.875 -3.411 3.027
H: -5.059 -1.252 1.829
H: -3.616 0.687 1.068
Se: 0.977 2.861 2.988
Sb: -1.617 3.470 2.774
Se: 0.414 0.675 2.545
Se: -1.799 2.222 0.057
Se: -2.691 1.903 4.099
Br: 3.824 -1.683 4.326
C: 4.709 -1.321 2.704
C: 6.029 -1.737 2.676
C: 6.796 -1.580 1.533
C: 6.245 -1.036 0.381
C: 4.935 -0.624 0.399
C: 4.147 -0.729 1.553
C: 2.805 -0.145 1.397
O: 2.055 -0.082 2.513
O: 2.391 0.275 0.313
H: 6.451 -2.199 3.559
H: 7.834 -1.891 1.545
H: 6.835 -0.941 -0.522
H: 4.490 -0.207 -0.493

Mulliken population analysis, charges in e, atoms 1 to 6: atom 1 (Tc): 0.37, atom 2 (N): -0.13, atom 3 (C): 0.66, atom 4 (C): -0.66, atom 5 (C): -0.73, atom 6 (C): -0.95

---

2.
C21H15F4N5O3 in the gas phase at a distorted geometry. Source: the OMol25 dataset; level of theory: ωB97M-V/def2-TZVPD.

As for the calculated total energy: -1708.1187 Ha. As for the structure (SMILES): CNC(=O)c1ccc(N2C(=O)N(c3cnc(C#N)c(C(F)(F)F)c3)C(=O)C23CCC3)cc1F. Its molar mass is 461.4 g mol⁻¹. The lowest unoccupied orbital energy comes out at -0.76 eV. For the orbital gap, the calculation gives 8.8 eV. Its spin multiplicity is 1. The relative energy (zero: lowest compared OMol25 entry of this formula, charge and spin) is 49.2 kJ/mol.

Element x y z (Å)
N: 4.527 3.333 -6.330
O: 1.879 -2.860 5.140
O: 0.962 -1.348 -1.692
O: -1.597 2.281 -1.859
F: -1.734 -3.498 3.391
F: 1.492 4.804 -6.622
F: -0.066 4.811 -5.166
F: -0.162 3.191 -6.693
C: 3.551 3.008 -5.763
N: 2.904 1.196 -4.548
C: 0.801 -3.073 4.582
C: 0.282 -0.468 -1.414
C: -0.923 1.351 -1.383
C: 2.168 0.670 -3.555
C: 2.496 2.322 -5.115
C: 1.501 -2.093 2.414
C: 1.155 -1.431 1.323
C: -1.018 -2.346 1.397
C: 0.336 2.220 -4.026
C: -0.788 -2.887 2.688
C: 0.521 -2.698 3.200
C: 0.839 1.199 -3.217
C: -0.179 -1.486 0.733
C: 1.244 2.927 -4.977
N: 0.118 0.747 -2.106
N: -0.212 -3.228 5.520
N: -0.568 -0.652 -0.335
C: 0.687 3.920 -5.919
C: -0.104 -2.846 6.945
C: -2.811 0.789 1.438
C: -1.343 1.190 1.235
C: -2.867 0.252 -0.028
C: -1.415 0.522 -0.148
H: 2.709 0.012 -2.918
H: 2.558 -2.062 2.828
H: 1.953 -0.769 0.909
H: -1.924 -2.559 0.846
H: -0.640 2.575 -4.018
H: -1.160 -3.438 5.191
H: 0.131 -1.803 6.923
H: -1.015 -2.922 7.535
H: 0.587 -3.384 7.585
H: -3.396 1.747 1.662
H: -2.938 -0.172 2.061
H: -1.124 2.210 1.309
H: -0.663 0.637 1.847
H: -3.177 -0.746 -0.219
H: -3.573 0.855 -0.653

Mulliken population analysis, charges in e, atoms 1 to 6: atom 1 (N): -0.51, atom 2 (O): -0.64, atom 3 (O): -0.51, atom 4 (O): -0.65, atom 5 (F): -0.35, atom 6 (F): -0.24

---

3.
2 unconnected molecules or ions with the total composition C21H15N2O4 at a distorted geometry. Source: the OMol25 dataset; level of theory: ωB97M-V/def2-TZVPD.

As for the calculated total energy: -1219.7303 Ha. Its molar mass is 359.4 g mol⁻¹. The lowest unoccupied orbital energy comes out at 1.51 eV. For the orbital gap, the calculation gives 5.3 eV. Its spin multiplicity is 1. As for the total charge: -1. The relative energy (zero: lowest compared OMol25 entry of this formula, charge and spin) is 241.9 kJ/mol.

Element x y z (Å)
N: -3.193 -1.274 0.834
C: -4.177 -2.237 0.621
N: -5.439 -1.771 0.899
C: -5.279 -0.488 1.326
C: -6.486 0.322 1.662
O: -7.648 -0.058 1.588
C: -3.857 -0.187 1.292
H: -3.975 -3.249 0.293
H: -6.203 1.365 1.986
H: -3.424 0.741 1.665
C: 3.762 2.607 4.308
O: 3.244 1.250 4.270
C: 2.386 0.830 3.296
C: 1.962 1.664 2.230
C: 1.147 1.139 1.248
C: 0.660 -0.190 1.293
C: -0.057 -0.775 0.168
C: 0.289 -0.564 -1.134
C: -0.444 -1.173 -2.311
O: -1.427 -1.869 -2.319
C: 0.381 -0.805 -3.517
C: 1.551 -0.140 -3.140
C: 2.486 0.261 -4.100
C: 2.199 0.047 -5.457
C: 1.020 -0.624 -5.838
C: 0.128 -1.077 -4.860
C: 1.597 -0.033 -1.650
O: 2.586 0.330 -1.014
C: 1.030 -0.985 2.414
C: 1.917 -0.515 3.364
H: 4.349 2.652 5.227
H: 4.416 2.821 3.453
H: 2.965 3.361 4.354
H: 2.301 2.701 2.181
H: 0.889 1.778 0.400
H: -0.903 -1.423 0.385
H: 3.416 0.746 -3.805
H: 2.883 0.396 -6.235
H: 0.802 -0.789 -6.897
H: -0.772 -1.624 -5.119
H: 0.668 -2.016 2.451
H: 2.251 -1.148 4.188

Mulliken population analysis, charges in e, atoms 1 to 6: atom 1 (N): -0.26, atom 2 (C): -0.36, atom 3 (N): -0.69, atom 4 (C): 0.63, atom 5 (C): -0.20, atom 6 (O): -0.57

---

4.
A molecular structure, C21H16BCl2F2FeN5O4. Source: the OMol25 dataset; level of theory: ωB97M-V/def2-TZVPD.

As for the calculated total energy: -3793.5549 Ha. Its molar mass is 577.9 g mol⁻¹. The lowest unoccupied orbital energy (alpha / beta) comes out at 4.43 / 4.43 eV. For the orbital gap (alpha / beta), the calculation gives 3.8 / 6.6 eV. As for the expectation value of S²: 6.050. Its spin multiplicity is 5. As for the total charge: -2.

Element x y z (Å)
Fe: -0.345 -0.146 -0.264
Cl: 4.176 4.857 1.907
C: 3.394 3.568 1.031
C: 2.009 3.530 0.983
C: 1.360 2.525 0.289
N: -0.064 2.523 0.257
C: -0.673 2.561 1.587
O: -1.148 3.633 2.000
C: -0.582 1.363 2.344
C: -0.946 1.371 3.722
C: -0.693 0.280 4.500
C: -0.075 -0.853 3.925
C: 0.179 -0.834 2.563
N: -0.084 0.203 1.772
C: 2.085 1.496 -0.361
C: 3.487 1.573 -0.319
C: 4.120 2.592 0.364
Cl: 5.866 2.618 0.386
N: 1.357 0.512 -0.967
C: 1.798 -0.174 -2.073
O: 2.964 -0.197 -2.500
C: 0.682 -0.833 -2.740
C: 0.842 -1.696 -3.816
C: -0.256 -2.201 -4.479
C: -1.548 -1.791 -4.017
C: -1.635 -1.002 -2.902
N: -0.576 -0.532 -2.215
H: 1.420 4.290 1.477
H: -1.391 2.275 4.117
H: -0.958 0.288 5.552
H: 0.171 -1.731 4.506
H: 0.583 -1.698 2.047
H: 4.061 0.811 -0.823
H: 1.856 -1.940 -4.107
H: -0.152 -2.891 -5.307
H: -2.456 -2.102 -4.519
H: -2.616 -0.707 -2.534
N: -2.253 -0.718 0.296
C: -2.505 -2.101 0.743
C: -1.996 -3.155 -0.227
C: -0.463 -3.362 -0.160
O: -0.056 -4.527 -0.249
O: 0.228 -2.314 -0.003
H: -2.493 -0.070 1.042
H: -2.862 -0.488 -0.483
H: -3.583 -2.237 0.906
H: -2.014 -2.220 1.710
H: -2.273 -2.899 -1.254
H: -2.471 -4.109 0.007
F: -0.497 2.557 -2.136
B: -0.831 2.204 -0.893
F: -2.141 1.898 -0.684

Mulliken population analysis, charges in e, atoms 1 to 6: atom 1 (Fe): -0.64, atom 2 (Cl): -0.27, atom 3 (C): -0.04, atom 4 (C): -0.59, atom 5 (C): -0.55, atom 6 (N): 0.19

---

5.
A molecular structure, C21H16BrCrF6N7O5S3. Source: the OMol25 dataset; level of theory: ωB97M-V/def2-TZVPD.

As for the calculated total energy: -6981.4694 Ha. Its molar mass is 788.5 g mol⁻¹. The lowest unoccupied orbital energy (alpha / beta) comes out at -3.82 / -3.98 eV. For the orbital gap (alpha / beta), the calculation gives 7.0 / 6.9 eV. As for the expectation value of S²: 3.782. Its spin multiplicity is 4. As for the total charge: +1. The relative energy (zero: lowest compared OMol25 entry of this formula, charge and spin) is 32.2 kJ/mol.

Element x y z (Å)
Cr: 0.173 0.393 -0.016
Br: -2.305 -6.306 -1.275
C: -1.920 -4.562 -0.671
C: -2.969 -3.710 -0.308
C: -2.718 -2.433 0.135
C: -1.405 -1.952 0.207
O: -1.195 -0.711 0.630
C: -0.351 -2.817 -0.156
C: 1.011 -2.414 0.004
N: 1.369 -1.182 0.151
C: 2.657 -0.803 0.585
C: 3.846 -1.419 0.328
C: 5.025 -0.922 0.931
C: 4.998 0.157 1.769
C: 3.775 0.827 2.027
C: 3.638 1.957 2.862
C: 2.409 2.535 3.026
C: 1.310 2.018 2.324
N: 1.396 0.963 1.543
C: 2.613 0.346 1.409
C: -0.624 -4.129 -0.583
H: -3.989 -4.061 -0.383
H: -3.529 -1.774 0.410
H: 1.771 -3.189 0.070
H: 3.893 -2.270 -0.339
H: 5.963 -1.417 0.723
H: 5.905 0.518 2.233
H: 4.509 2.358 3.365
H: 2.271 3.398 3.660
H: 0.342 2.495 2.404
H: 0.195 -4.778 -0.861
C: -3.431 4.270 -0.038
C: -2.062 4.197 -0.596
N: -1.487 5.079 -1.343
N: -0.252 4.558 -1.624
C: -0.036 3.366 -1.065
S: 1.299 2.357 -1.173
N: -1.198 3.135 -0.385
N: -1.422 1.941 0.299
H: -3.872 5.219 -0.328
H: -3.420 4.208 1.051
H: -4.053 3.462 -0.426
H: 0.381 5.057 -2.229
H: -1.751 2.121 1.243
H: -2.113 1.377 -0.200
F: 3.100 -1.448 -5.050
C: 1.782 -1.290 -4.997
F: 1.198 -2.164 -5.801
F: 1.477 -0.058 -5.391
S: 1.241 -1.544 -3.254
O: 1.784 -0.434 -2.516
O: 1.675 -2.868 -2.921
N: -0.344 -1.522 -3.381
S: -1.342 -0.415 -2.962
O: -2.675 -0.909 -2.912
O: -0.940 0.413 -1.799
C: -1.360 0.881 -4.286
F: -1.385 0.308 -5.476
F: -2.450 1.628 -4.127
F: -0.293 1.667 -4.190

Mulliken population analysis, charges in e, atoms 1 to 6: atom 1 (Cr): -0.24, atom 2 (Br): -0.17, atom 3 (C): -0.48, atom 4 (C): -0.41, atom 5 (C): -0.52, atom 6 (C): 0.41